DFT (ωB97M-V with the def2-TZVPD basis set) results for a structure of composition C21H18N5O10Tb at a distorted geometry.

Properties
2S+1: 7
Strongest force on any atom: 0.02536 Eh/bohr
ΔE to the lowest compared entry with this formula, charge and spin: 0.0 kJ/mol
HOMO-LUMO gap (spin up / spin down): 7.4 / 7.3 eV
M: 659.33 g mol⁻¹
Net charge: 0
HOMO energy (spin up / spin down): -8.786 / -8.765 eV

Each line ends with the Löwdin spin population.
Positions of all 55 atoms, in Å:
Tb 0.544 0.405 0.174  6.098
O -3.579 -0.832 4.712  0.000
C -3.567 0.481 4.541  0.000
O -4.271 1.224 5.174  0.000
C -2.642 1.041 3.508  0.000
C -2.589 2.398 3.245  0.000
N -1.675 2.580 2.281  -0.001
N -1.121 1.425 1.886  -0.012
C -1.699 0.486 2.624  0.000
C -1.284 -0.927 2.371  -0.002
O -1.796 -1.843 2.988  -0.001
O -0.373 -1.047 1.454  -0.022
H -2.934 -1.286 4.104  0.000
H -3.140 3.207 3.689  0.000
H -1.395 3.443 1.842  0.000
C 2.915 0.789 -5.184  0.000
N 2.184 1.107 -3.967  0.000
C 0.792 0.712 -4.105  0.000
C 2.811 0.584 -2.745  0.001
C 2.528 -0.860 -2.373  0.000
C 3.123 -1.882 -3.112  0.000
C 2.820 -3.211 -2.854  -0.001
C 1.945 -3.531 -1.829  0.000
C 1.405 -2.514 -1.050  0.000
C 1.663 -1.158 -1.303  -0.017
H 2.481 1.342 -6.018  0.000
H 2.880 -0.278 -5.442  0.000
H 3.958 1.089 -5.085  0.000
H 0.341 1.244 -4.945  0.000
H 0.224 0.970 -3.206  0.000
H 0.667 -0.367 -4.276  0.000
H 2.497 1.224 -1.908  0.000
H 3.888 0.745 -2.847  0.000
H 3.832 -1.642 -3.894  0.000
H 3.266 -3.993 -3.454  0.000
H 1.707 -4.565 -1.617  0.000
H 0.749 -2.798 -0.230  0.000
O 1.522 2.457 0.087  -0.018
C 0.710 2.752 -0.840  -0.008
O -0.376 2.101 -0.955  -0.017
C 1.093 3.750 -1.870  -0.001
C 0.275 3.951 -2.974  0.000
C 0.733 4.780 -3.977  0.000
C 1.958 5.417 -3.931  0.000
C 2.733 5.189 -2.810  0.000
C 2.336 4.366 -1.777  0.000
N 4.058 5.846 -2.725  0.000
O 4.729 5.602 -1.748  0.000
O 4.384 6.556 -3.650  0.000
N -0.116 4.979 -5.173  0.000
O 0.286 5.749 -6.014  0.000
O -1.148 4.347 -5.225  0.000
H -0.679 3.454 -3.064  0.000
H 2.297 6.056 -4.733  0.000
H 2.987 4.189 -0.934  0.000



DFT (ωB97M-V with the def2-TZVPD basis set) results for a structure of composition C21H18N6O3PtS at a distorted geometry.

Properties
Strongest force on any atom: 0.06388 Eh/bohr
ΔE to the lowest compared entry with this formula, charge and spin: 417.2 kJ/mol
HOMO-LUMO gap (spin up / spin down): 4.1 / 3.4 eV
M: 629.56 g mol⁻¹
Net charge: 0
HOMO energy (spin up / spin down): -6.847 / -6.498 eV

Each line ends with the natural charge from an NBO analysis.
Positions of all 50 atoms, in Å:
Pt -1.194 0.769 -0.458  0.796
C 5.868 0.868 1.792  -0.625
C 4.601 0.451 1.101  -0.107
C 3.674 1.364 0.719  0.046
C 2.382 1.002 0.058  -0.203
C 2.365 -0.424 -0.363  -0.130
C 3.283 -1.328 0.082  -0.261
C 4.376 -0.923 0.846  -0.009
S 1.222 -0.880 -1.636  2.319
O 1.626 -2.156 -2.163  -0.944
O 1.153 0.237 -2.548  -0.948
N -0.253 -0.958 -0.959  -0.882
C -0.623 -1.871 -0.010  0.350
C -0.083 -3.152 0.154  -0.299
C -0.590 -3.947 1.159  -0.150
C -1.618 -3.471 1.971  -0.291
C -2.102 -2.201 1.725  0.064
N -1.618 -1.419 0.772  -0.491
H 6.049 1.932 1.663  0.226
H 6.720 0.318 1.395  0.220
H 5.801 0.659 2.860  0.231
H 3.804 2.410 0.949  0.221
H 2.217 1.634 -0.833  0.276
H 3.183 -2.359 -0.230  0.254
H 5.089 -1.654 1.197  0.223
H 0.698 -3.486 -0.510  0.240
H -0.193 -4.942 1.304  0.215
H -2.030 -4.076 2.762  0.219
H -2.916 -1.776 2.301  0.196
N -2.854 2.671 2.637  -0.802
C -2.018 2.174 1.702  0.657
O -2.331 2.290 0.472  -0.692
C -0.787 1.586 2.100  -0.477
C 0.103 1.228 1.031  0.193
N 1.344 1.333 1.024  -0.485
C -0.489 1.372 3.446  0.300
N -0.307 1.200 4.573  -0.399
H -3.741 3.044 2.348  0.403
H -2.617 2.631 3.613  0.415
C -4.084 0.966 -4.410  -0.156
C -4.619 1.011 -3.132  -0.244
C -3.762 0.925 -2.049  0.059
N -2.444 0.794 -2.192  -0.476
C -1.922 0.755 -3.416  0.060
C -2.711 0.845 -4.552  -0.249
H -4.726 1.025 -5.276  0.221
H -5.683 1.110 -2.978  0.224
H -4.135 0.963 -1.035  0.220
H -0.847 0.642 -3.475  0.247
H -2.259 0.816 -5.532  0.228



Copy entry 2 word for word.
DFT (ωB97M-V with the def2-TZVPD basis set) results for a structure of composition C21H18N6O3PtS at a distorted geometry.

Properties
Strongest force on any atom: 0.06388 Eh/bohr
ΔE to the lowest compared entry with this formula, charge and spin: 417.2 kJ/mol
HOMO-LUMO gap (spin up / spin down): 4.1 / 3.4 eV
M: 629.56 g mol⁻¹
Net charge: 0
HOMO energy (spin up / spin down): -6.847 / -6.498 eV

Each line ends with the natural charge from an NBO analysis.
Positions of all 50 atoms, in Å:
Pt -1.194 0.769 -0.458  0.796
C 5.868 0.868 1.792  -0.625
C 4.601 0.451 1.101  -0.107
C 3.674 1.364 0.719  0.046
C 2.382 1.002 0.058  -0.203
C 2.365 -0.424 -0.363  -0.130
C 3.283 -1.328 0.082  -0.261
C 4.376 -0.923 0.846  -0.009
S 1.222 -0.880 -1.636  2.319
O 1.626 -2.156 -2.163  -0.944
O 1.153 0.237 -2.548  -0.948
N -0.253 -0.958 -0.959  -0.882
C -0.623 -1.871 -0.010  0.350
C -0.083 -3.152 0.154  -0.299
C -0.590 -3.947 1.159  -0.150
C -1.618 -3.471 1.971  -0.291
C -2.102 -2.201 1.725  0.064
N -1.618 -1.419 0.772  -0.491
H 6.049 1.932 1.663  0.226
H 6.720 0.318 1.395  0.220
H 5.801 0.659 2.860  0.231
H 3.804 2.410 0.949  0.221
H 2.217 1.634 -0.833  0.276
H 3.183 -2.359 -0.230  0.254
H 5.089 -1.654 1.197  0.223
H 0.698 -3.486 -0.510  0.240
H -0.193 -4.942 1.304  0.215
H -2.030 -4.076 2.762  0.219
H -2.916 -1.776 2.301  0.196
N -2.854 2.671 2.637  -0.802
C -2.018 2.174 1.702  0.657
O -2.331 2.290 0.472  -0.692
C -0.787 1.586 2.100  -0.477
C 0.103 1.228 1.031  0.193
N 1.344 1.333 1.024  -0.485
C -0.489 1.372 3.446  0.300
N -0.307 1.200 4.573  -0.399
H -3.741 3.044 2.348  0.403
H -2.617 2.631 3.613  0.415
C -4.084 0.966 -4.410  -0.156
C -4.619 1.011 -3.132  -0.244
C -3.762 0.925 -2.049  0.059
N -2.444 0.794 -2.192  -0.476
C -1.922 0.755 -3.416  0.060
C -2.711 0.845 -4.552  -0.249
H -4.726 1.025 -5.276  0.221
H -5.683 1.110 -2.978  0.224
H -4.135 0.963 -1.035  0.220
H -0.847 0.642 -3.475  0.247
H -2.259 0.816 -5.532  0.228



> ΔE to the lowest compared entry with this formula, charge and spin of number 1 (C21H18N5O10Tb)?

0.0 kJ/mol